# 1
Molecular formula: C4H8N2O
Method: DFT, wB97M-V/def2-TZVPD

Last columns: bonded neighbours and bond lengths (Å).
Geometry (Å):
1 C -0.472 -0.756 1.974  N2 1.449, H8 1.096, H9 1.095, H10 1.092
2 N -0.145 -0.034 0.761  C1 1.449, C3 1.268
3 C -0.803 -0.187 -0.311  N2 1.268, C4 1.508, H12 1.092
4 C -0.391 0.508 -1.584  C3 1.508, O5 1.413, H13 1.094, H14 1.095
5 O -1.376 1.423 -2.018  C4 1.413, H15 0.966
6 C 3.325 -0.540 -0.685  N7 1.178
7 N 2.562 0.017 0.021  C6 1.178, H11 1.032
8 H 0.292 -1.530 2.107  C1 1.096
9 H -0.431 -0.084 2.837  C1 1.095
10 H -1.453 -1.236 1.960  C1 1.092
11 H 1.681 0.297 0.479  N7 1.032
12 H -1.712 -0.793 -0.344  C3 1.092
13 H -0.285 -0.234 -2.382  C4 1.094
14 H 0.580 0.984 -1.416  C4 1.095
15 H -1.373 2.163 -1.398  O5 0.966

Summary:
- Frontier orbital gap: 11.1 eV

=====

# 2
Molecular formula: C4H8N2O
Method: DFT, wB97M-V/def2-TZVPD

Last columns: bonded neighbours and bond lengths (Å).
Geometry (Å):
1 C 0.000 0.000 0.000  C2 1.480, H7 1.103, H8 1.103, H9 1.103
2 C -0.892 1.054 0.533  C1 1.480, C3 1.398, N6 1.361
3 C -1.931 1.845 0.034  C2 1.398, N4 1.394, H10 1.090
4 N -2.576 2.481 1.094  C3 1.394, C5 1.315
5 C -1.858 2.144 2.142  N4 1.315, N6 1.316, H11 1.090
6 N -0.858 1.336 1.863  C2 1.361, C5 1.316, H12 1.023
7 H 0.668 0.422 -0.769  C1 1.103
8 H -0.647 -0.758 -0.473  C1 1.103
9 H 0.617 -0.494 0.769  C1 1.103
10 H -2.267 1.920 -1.000  C3 1.090
11 H -2.004 2.468 3.173  C5 1.090
12 H -0.164 0.985 2.528  N6 1.023
13 O 1.192 0.020 3.863  H14 0.984, H15 0.984
14 H 0.979 0.167 2.914  O13 0.984
15 H 1.977 -0.573 3.853  O13 0.984

Summary:
- Structure (SMILES): Cc1cnc[nH]1.O
- Frontier orbital gap: 8.9 eV

=====

# 3
Molecular formula: C4H8N2O
Method: DFT, wB97M-V/def2-TZVPD

Last columns: bonded neighbours and bond lengths (Å).
Geometry (Å):
1 C 0.030 -1.115 -1.325  C2 1.337, H5 1.083, H6 1.084
2 C -0.422 0.134 -1.182  C1 1.337, N3 1.394, O4 1.365
3 N 0.162 1.284 -1.712  C2 1.394, H7 1.011, H8 1.010
4 O -1.497 0.490 -0.418  C2 1.365, H9 0.963
5 H -0.442 -1.949 -0.820  C1 1.083
6 H 0.956 -1.312 -1.853  C1 1.084
7 H -0.508 2.032 -1.835  N3 1.011
8 H 0.690 1.113 -2.555  N3 1.010
9 H -1.610 -0.182 0.262  O4 0.963
10 C -0.215 -0.518 2.160  N11 1.255, C12 1.447, H13 1.085
11 N 0.663 -1.155 1.529  C10 1.255, C12 1.522
12 C 0.883 0.333 1.756  C10 1.447, N11 1.522, H14 1.091, H15 1.088
13 H -1.165 -0.721 2.641  C10 1.085
14 H 0.801 0.989 0.888  C12 1.091
15 H 1.674 0.579 2.462  C12 1.088

Summary:
- Structure (SMILES): C=C(N)O.C1=NC1
- Frontier orbital gap: 9.0 eV

=====

# 4
Molecular formula: C4H8N2O
Method: DFT, wB97M-V/def2-TZVPD

Last columns: bonded neighbours and bond lengths (Å).
Geometry (Å):
1 H -1.672 0.935 1.479  N2 1.030
2 N -2.044 0.217 0.841  H1 1.030, C3 1.312
3 C -1.109 -0.127 -0.013  N2 1.312, N4 1.402, C5 1.561
4 N -1.182 -1.254 -0.842  C3 1.402, H9 1.074, H10 1.032
5 C 0.153 0.735 -0.331  C3 1.561, C6 1.277, O7 1.385
6 C 0.278 2.005 -0.381  C5 1.277, H11 1.095, H12 1.036
7 O 1.271 -0.079 -0.421  C5 1.385, C8 1.438
8 C 1.555 -0.992 0.653  O7 1.438, H13 1.156, H14 1.099, H15 1.192
9 H -0.570 -1.215 -1.724  N4 1.074
10 H -2.160 -1.474 -1.088  N4 1.032
11 H -0.656 2.567 -0.277  C6 1.095
12 H 1.224 2.413 -0.491  C6 1.036
13 H 2.112 -0.395 1.472  C8 1.156
14 H 0.613 -1.463 0.967  C8 1.099
15 H 2.185 -1.874 0.156  C8 1.192

Summary:
- Structure (SMILES): [H]/N=C(/N)C(=C)OC
- Frontier orbital gap: 10.5 eV

=====

# 5
Molecular formula: C4H8N2O
Method: DFT, wB97M-V/def2-TZVPD

Last columns: bonded neighbours and bond lengths (Å).
Geometry (Å):
1 H 3.027 -1.478 -0.342  N2 1.020
2 N 2.219 -0.932 -0.041  H1 1.020, C3 1.249
3 C 1.590 -0.339 -0.942  N2 1.249, C4 1.503, H9 1.112
4 C 0.389 0.495 -0.592  C3 1.503, O5 1.436, C7 1.537, H10 1.095
5 O 0.688 1.617 0.253  C4 1.436, N6 1.444
6 N -0.243 1.183 1.268  O5 1.444, C7 1.479, H11 1.016
7 C -0.527 -0.056 0.512  C4 1.537, N6 1.479, C8 1.516, H12 1.098
8 C -1.989 -0.222 0.145  C7 1.516, H13 1.093, H14 1.087, H15 1.089
9 H 1.842 -0.365 -2.025  C3 1.112
10 H -0.135 0.823 -1.496  C4 1.095
11 H 0.289 1.028 2.119  N6 1.016
12 H -0.117 -0.964 0.975  C7 1.098
13 H -2.570 -0.503 1.026  C8 1.093
14 H -2.378 0.713 -0.249  C8 1.087
15 H -2.086 -0.999 -0.612  C8 1.089

Summary:
- Structure (SMILES): [H]/N=C/[C@@H]1ON[C@H]1C
- Frontier orbital gap: 9.6 eV

=====

# 6
Molecular formula: C4H8N2O
Method: DFT, wB97M-V/def2-TZVPD

Last columns: bonded neighbours and bond lengths (Å).
Geometry (Å):
1 O 2.444 -1.262 0.394  C2 1.212
2 C 1.495 -0.515 0.300  O1 1.212, C3 1.533, N7 1.373
3 C 0.865 0.352 1.397  C2 1.533, N4 1.463, H8 1.095, H9 1.097
4 N -0.363 0.912 0.832  C3 1.463, C5 1.466, C6 1.451
5 C -1.382 -0.038 0.374  N4 1.466, C6 1.485, H10 1.091, H11 1.088
6 C -0.397 0.546 -0.571  N4 1.451, C5 1.485, N7 1.434, H12 1.089
7 N 0.757 -0.265 -0.831  C2 1.373, C6 1.434, H13 1.009
8 H 0.678 -0.241 2.298  C3 1.095
9 H 1.552 1.171 1.644  C3 1.097
10 H -1.252 -1.103 0.572  C5 1.091
11 H -2.401 0.331 0.462  C5 1.088
12 H -0.629 1.321 -1.300  C6 1.089
13 H 0.879 -0.832 -1.656  N7 1.009
14 H -1.067 -0.597 -2.838  H15 0.743
15 H -1.271 -0.095 -3.347  H14 0.743

Summary:
- Structure (SMILES): O=C1CN2C[C@@H]2N1.[H][H]
- Frontier orbital gap: 10.3 eV

=====

# 7
Molecular formula: C4H8N2O
Method: DFT, wB97M-V/def2-TZVPD

Last columns: bonded neighbours and bond lengths (Å).
Geometry (Å):
1 C -1.199 -1.206 0.363  C2 1.510, H8 1.095, H9 1.094, H10 1.094
2 C -0.226 -0.096 0.043  C1 1.510, C3 1.516, C6 1.486, N7 1.470
3 C 1.225 -0.530 0.105  C2 1.516, N4 1.365, O5 1.217
4 N 2.161 0.410 -0.213  C3 1.365, H11 1.008, H12 1.011
5 O 1.528 -1.670 0.407  C3 1.217
6 C -0.671 1.005 -0.851  C2 1.486, N7 1.459, H13 1.088, H14 1.088
7 N -0.455 1.258 0.570  C2 1.470, C6 1.459, H15 1.018
8 H -2.228 -0.838 0.284  C1 1.095
9 H -1.074 -2.039 -0.335  C1 1.094
10 H -1.031 -1.595 1.372  C1 1.094
11 H 1.897 1.378 -0.107  N4 1.008
12 H 3.111 0.166 0.033  N4 1.011
13 H 0.008 1.515 -1.532  C6 1.088
14 H -1.700 0.942 -1.201  C6 1.088
15 H -1.345 1.301 1.061  N7 1.018

Summary:
- Structure (SMILES): C[C@@]1(C(N)=O)CN1
- Frontier orbital gap: 10.6 eV

=====

# 8
Molecular formula: C4H8N2O
Method: DFT, wB97M-V/def2-TZVPD

Last columns: bonded neighbours and bond lengths (Å).
Geometry (Å):
1 C 1.570 -0.622 1.166  N2 1.460, H8 1.100, H9 1.093, H10 1.095
2 N 0.199 -0.660 0.666  C1 1.460, C3 1.456, H11 1.018
3 C -0.093 0.380 -0.311  N2 1.456, C4 1.481, C6 1.536, H12 1.096
4 C -0.154 1.735 0.283  C3 1.481, N5 1.157
5 N -0.241 2.772 0.789  C4 1.157
6 C -1.406 0.046 -1.036  C3 1.536, O7 1.399, H13 1.095, H14 1.103
7 O -1.314 -1.231 -1.600  C6 1.399, H15 0.972
8 H 1.827 0.322 1.669  C1 1.100
9 H 1.721 -1.446 1.868  C1 1.093
10 H 2.259 -0.765 0.327  C1 1.095
11 H -0.451 -0.579 1.445  N2 1.018
12 H 0.709 0.360 -1.058  C3 1.096
13 H -1.575 0.767 -1.843  C6 1.095
14 H -2.245 0.134 -0.326  C6 1.103
15 H -0.847 -1.771 -0.941  O7 0.972

Summary:
- Structure (SMILES): CN[C@H](C#N)CO
- Frontier orbital gap: 11.1 eV

=====

# 9
Molecular formula: C4H8N2O
Method: DFT, wB97M-V/def2-TZVPD

Last columns: bonded neighbours and bond lengths (Å).
Geometry (Å):
1 C -1.430 -1.178 -1.689  C2 1.499, H6 1.096, H7 1.090, H8 1.094
2 C -1.062 0.170 -1.146  C1 1.499, O3 1.205, C4 1.491
3 O -0.577 1.077 -1.773  C2 1.205
4 C -1.471 0.315 0.280  C2 1.491, N5 1.157
5 N -1.859 0.343 1.370  C4 1.157
6 H -2.524 -1.201 -1.758  C1 1.096
7 H -0.993 -1.331 -2.676  C1 1.090
8 H -1.127 -1.964 -0.991  C1 1.094
9 C 1.759 0.272 1.676  N10 1.456, H11 1.093, H12 1.096, H13 1.099
10 N 1.131 0.667 0.424  C9 1.456, H14 1.014, H15 1.016
11 H 2.516 -0.490 1.471  C9 1.093
12 H 0.998 -0.172 2.328  C9 1.096
13 H 2.239 1.097 2.222  C9 1.099
14 H 1.809 0.880 -0.299  N10 1.014
15 H 0.592 1.517 0.562  N10 1.016

Summary:
- Structure (SMILES): CC(=O)C#N.CN
- Frontier orbital gap: 9.7 eV

=====

# 10
Molecular formula: C4H8N2O
Method: DFT, wB97M-V/def2-TZVPD

Last columns: bonded neighbours and bond lengths (Å).
Geometry (Å):
1 H 0.432 1.916 1.022  N2 1.019
2 N 1.201 1.608 0.428  H1 1.019, C3 1.279
3 C 0.825 0.765 -0.458  N2 1.279, C4 1.490, O5 1.409
4 C 1.744 0.124 -1.440  C3 1.490, H9 1.093, H10 1.092, H11 1.094
5 O -0.510 0.382 -0.697  C3 1.409, C6 1.416
6 C -1.286 0.228 0.477  O5 1.416, C7 1.524, N8 1.452, H12 1.086
7 C -0.997 -1.023 1.299  C6 1.524, N8 1.462, H13 1.083, H14 1.082
8 N -2.203 -0.898 0.482  C6 1.452, C7 1.462, H15 1.021
9 H 2.510 0.839 -1.749  C4 1.093
10 H 1.200 -0.205 -2.328  C4 1.092
11 H 2.220 -0.740 -0.967  C4 1.094
12 H -1.634 1.107 1.011  C6 1.086
13 H -0.258 -1.736 0.956  C7 1.083
14 H -1.143 -0.971 2.370  C7 1.082
15 H -2.101 -1.397 -0.404  N8 1.021

Summary:
- Structure (SMILES): [H]/N=C(/C)O[C@@H]1CN1
- Frontier orbital gap: 10.7 eV

=====

# 11
Molecular formula: C4H8N2O
Method: DFT, wB97M-V/def2-TZVPD

Last columns: bonded neighbours and bond lengths (Å).
Geometry (Å):
1 N 1.585 -1.314 1.225  C2 1.153
2 C 1.150 -0.336 0.797  N1 1.153, C3 1.466
3 C 0.581 0.838 0.128  C2 1.466, N4 1.464, C5 1.545, H8 1.105
4 N 1.683 1.395 -0.657  C3 1.464, H9 1.014, H10 1.018
5 C -0.613 0.289 -0.684  C3 1.545, C6 1.590, H11 1.096, H12 1.113
6 C -1.341 -0.873 0.120  C5 1.590, O7 1.448, H13 1.084, H14 1.105
7 O -0.606 -2.076 0.449  C6 1.448, H15 0.975
8 H 0.209 1.530 0.906  C3 1.105
9 H 1.469 2.313 -1.031  N4 1.014
10 H 2.485 1.501 -0.039  N4 1.018
11 H -0.254 0.004 -1.680  C5 1.096
12 H -1.343 1.107 -0.873  C5 1.113
13 H -2.182 -1.192 -0.485  C6 1.084
14 H -1.698 -0.361 1.032  C6 1.105
15 H -1.127 -2.825 0.791  O7 0.975

Summary:
- Structure (SMILES): N#C[C@@H](N)CCO
- Frontier orbital gap: 10.7 eV

=====

# 12
Molecular formula: C4H8N2O
Method: DFT, wB97M-V/def2-TZVPD

Last columns: bonded neighbours and bond lengths (Å).
Geometry (Å):
1 N 0.093 1.704 -1.096  C2 1.454, H8 1.017, H9 1.016
2 C 0.153 0.980 0.164  N1 1.454, C3 1.556, C5 1.514, H10 1.103
3 C -1.229 0.510 0.701  C2 1.556, C4 1.554, H11 1.092, H12 1.093
4 C -0.805 -0.978 0.554  C3 1.554, C5 1.506, H13 1.094, H14 1.095
5 C 0.503 -0.484 -0.005  C2 1.514, C4 1.506, N6 1.265
6 N 1.543 -1.007 -0.501  C5 1.265, O7 1.393
7 O 1.439 -2.397 -0.493  N6 1.393, H15 0.965
8 H -0.143 2.677 -0.920  N1 1.017
9 H 1.013 1.692 -1.528  N1 1.016
10 H 0.767 1.465 0.941  C2 1.103
11 H -2.041 0.803 0.032  C3 1.092
12 H -1.458 0.824 1.723  C3 1.093
13 H -1.391 -1.574 -0.151  C4 1.094
14 H -0.709 -1.540 1.489  C4 1.095
15 H 2.265 -2.675 -0.908  O7 0.965

Summary:
- Structure (SMILES): N[C@H]1CC/C1=N\O
- Frontier orbital gap: 10.5 eV

=====

# 13
Molecular formula: C4H8N2O
Method: DFT, wB97M-V/def2-TZVPD

Last columns: bonded neighbours and bond lengths (Å).
Geometry (Å):
1 C -2.711 -0.579 -0.056  C2 1.453, H7 1.050, H8 0.995, H9 1.081
2 C -1.818 0.556 0.104  C1 1.453, C3 1.360, H10 1.064
3 C -0.463 0.468 0.015  C2 1.360, O4 1.334, C5 1.429
4 O 0.269 -0.642 -0.087  C3 1.334, H11 0.997
5 C 0.401 1.606 0.011  C3 1.429, N6 1.150
6 N 1.317 2.301 0.005  C5 1.150
7 H -3.574 -0.349 -0.607  C1 1.050
8 H -3.032 -0.984 0.795  C1 0.995
9 H -2.241 -1.387 -0.598  C1 1.081
10 H -2.256 1.525 0.112  C2 1.064
11 H 1.207 -0.439 -0.359  O4 0.997
12 N 3.074 -0.518 -0.014  H13 0.949, H14 0.942, H15 0.998
13 H 2.637 -0.841 0.764  N12 0.949
14 H 3.332 0.370 0.164  N12 0.942
15 H 3.858 -1.088 -0.250  N12 0.998

Summary:
- Structure (SMILES): C/C=C(\O)C#N.N
- Frontier orbital gap: 9.9 eV

=====

# 14
Molecular formula: C4H8N2O
Method: DFT, wB97M-V/def2-TZVPD

Last columns: bonded neighbours and bond lengths (Å).
Geometry (Å):
1 O 2.649 -0.561 0.233  C2 1.213
2 C 1.504 -0.394 -0.128  O1 1.213, N3 1.446, N7 1.361
3 N 0.758 -1.528 -0.628  C2 1.446, C4 1.322, H8 1.018
4 C -0.091 -1.639 -1.636  N3 1.322, H9 1.110
5 C -1.298 0.295 1.066  C6 1.525, H10 1.091, H11 1.093, H12 1.094
6 C -0.571 1.087 -0.015  C5 1.525, N7 1.467, H13 1.093, H14 1.093
7 N 0.865 0.807 -0.115  C2 1.361, C6 1.467, H15 1.010
8 H 1.109 -2.383 -0.204  N3 1.018
9 H -0.240 -0.607 -2.016  C4 1.110
10 H -1.263 -0.777 0.866  C5 1.091
11 H -0.858 0.483 2.049  C5 1.093
12 H -2.351 0.593 1.095  C5 1.094
13 H -0.644 2.156 0.201  C6 1.093
14 H -1.055 0.938 -0.984  C6 1.093
15 H 1.486 1.531 0.215  N7 1.010

Summary:
- Frontier orbital gap: 9.4 eV

=====

# 15
Molecular formula: C4H8N2O
Method: DFT, wB97M-V/def2-TZVPD

Last columns: bonded neighbours and bond lengths (Å).
Geometry (Å):
1 C 1.352 -1.282 -0.389  C2 1.333, H8 1.079, H9 1.076
2 C 0.496 -1.067 0.610  C1 1.333, O3 1.365, C4 1.496
3 O -0.615 -1.825 0.844  C2 1.365, H10 0.966
4 C 0.587 0.166 1.454  C2 1.496, N5 1.259, H11 1.093
5 N 0.294 1.333 1.086  C4 1.259, N6 1.638
6 N -0.115 1.675 -0.463  N5 1.638, C7 1.431, H12 1.011
7 C -1.327 1.080 -0.938  N6 1.431, H13 1.096, H14 1.093, H15 1.089
8 H 1.332 -2.199 -0.958  C1 1.079
9 H 2.230 -0.670 -0.499  C1 1.076
10 H -0.596 -2.616 0.288  O3 0.966
11 H 1.075 0.045 2.424  C4 1.093
12 H 0.259 2.590 -0.255  N6 1.011
13 H -2.203 1.646 -0.602  C7 1.096
14 H -1.355 1.067 -2.031  C7 1.093
15 H -1.414 0.058 -0.570  C7 1.089

Summary:
- Structure (SMILES): C=C(O)/C=N\NC
- Frontier orbital gap: 9.3 eV

=====

# 16
Molecular formula: C4H8N2O
Method: DFT, wB97M-V/def2-TZVPD

Last columns: bonded neighbours and bond lengths (Å).
Geometry (Å):
1 H 3.232 -0.529 -0.502  N2 1.026
2 N 2.413 -0.845 0.029  H1 1.026, C3 1.286
3 C 1.327 -0.457 -0.540  N2 1.286, C4 1.506, H10 1.098
4 C 0.006 -0.814 0.088  C3 1.506, N5 1.320, C7 1.508
5 N -0.159 -2.020 0.598  C4 1.320, H6 1.033
6 H 0.772 -2.368 0.881  N5 1.033
7 C -0.947 0.296 0.456  C4 1.508, C8 1.501, O9 1.552, H11 1.092
8 C -0.686 1.705 0.009  C7 1.501, H12 1.095, H13 1.096, H14 1.093
9 O -1.926 -0.357 -0.555  C7 1.552, H15 0.978
10 H 1.310 0.170 -1.441  C3 1.098
11 H -1.291 0.218 1.489  C7 1.092
12 H 0.179 2.123 0.536  C8 1.095
13 H -1.570 2.327 0.186  C8 1.096
14 H -0.484 1.771 -1.064  C8 1.093
15 H -2.177 -1.221 -0.169  O9 0.978

Summary:
- Structure (SMILES): [H]/N=C/C(=N\[H])[C@@H](C)O
- Frontier orbital gap: 9.3 eV

=====

# 17
Molecular formula: C4H8N2O
Method: DFT, wB97M-V/def2-TZVPD

Last columns: bonded neighbours and bond lengths (Å).
Geometry (Å):
1 C 0.435 0.060 -0.434  C2 1.524, C3 1.640, C5 1.434, H8 1.091
2 C 1.400 1.185 -0.079  C1 1.524, H13 1.091, H14 1.090, H15 1.090
3 C -1.016 0.046 0.330  C1 1.640, N4 1.468, O7 1.257, H12 1.256
4 N -2.019 0.575 -0.601  C3 1.468, H9 1.015, H10 1.015
5 C 0.768 -1.240 0.071  C1 1.434, N6 1.183
6 N 1.378 -2.045 0.689  C5 1.183, H11 1.006
7 O -1.021 0.490 1.507  C3 1.257
8 H 0.216 -0.015 -1.500  C1 1.091
9 H -2.238 -0.075 -1.350  N4 1.015
10 H -2.862 0.744 -0.062  N4 1.015
11 H 1.211 -2.934 1.127  N6 1.006
12 H -1.101 -1.206 0.266  C3 1.256
13 H 2.408 1.004 -0.453  C2 1.091
14 H 1.022 2.109 -0.515  C2 1.090
15 H 1.419 1.302 1.005  C2 1.090

Summary:
- Frontier orbital gap: 7.5 eV

=====

Ordered max |F| results: 1.54 2.68 0.57 5.63 1.30 0.42 0.27 1.13 1.10 1.86 1.53 0.68 4.32 0.61 5.82 4.23 1.01; unit eV Å⁻¹.